Here is a cluster of 5 separate species, C29H49NO11P in total in a non-equilibrium geometry from OMol25. Energies are from ωB97M-V with the def2-TZVPD basis set.

```
91
Properties=species:S:1:pos:R:3:forces:R:3:mulliken_spin:R:1
P 0.716 -0.794 0.013 -1.265 -1.147 -0.321 0.003
O -1.843 -1.116 -4.971 -0.790 1.942 0.219 0.000
O -0.558 -0.269 1.134 0.916 0.496 -1.304 0.000
O 3.101 3.442 -1.951 0.800 0.662 2.397 0.630
O -0.163 -5.083 1.293 0.112 -1.006 -0.176 0.000
O -2.237 5.998 -0.327 -0.769 -0.365 0.022 0.000
O 0.665 -6.090 5.130 -0.760 -1.727 0.634 0.000
O 2.790 -0.308 -3.908 -2.912 4.225 0.085 -0.001
O 0.102 -7.352 1.193 -0.664 1.720 0.241 0.000
O -2.109 1.153 -4.871 0.153 -0.758 -0.151 0.000
O -0.363 -7.779 6.280 0.187 0.692 -0.423 0.000
O -4.389 5.287 -0.020 1.720 1.095 -0.409 0.000
N 2.969 3.505 -0.587 -1.387 -2.741 -3.592 0.265
C -4.376 1.234 -4.331 -0.917 0.260 0.059 0.000
C -1.154 -4.202 1.820 -0.124 0.855 0.163 0.000
C -0.572 -6.374 1.468 1.366 -1.445 -0.205 0.000
C -1.590 7.268 -0.387 0.761 0.324 -0.028 0.000
C 1.480 3.497 -0.368 -2.057 2.316 1.746 0.041
C -3.905 7.650 -0.208 -0.068 0.407 -0.354 0.000
C 1.940 -1.726 1.123 1.316 0.315 0.441 0.000
C 3.683 2.292 -0.066 2.293 -1.300 1.098 0.025
C -3.582 6.187 -0.183 -1.484 -1.634 0.580 0.000
C 0.520 -7.278 5.367 0.534 2.038 -0.267 0.000
C 1.195 4.433 0.989 -0.894 -0.340 0.176 0.001
C 0.807 2.049 -0.040 -0.081 0.435 -0.105 0.022
C -3.100 2.034 -4.345 -0.073 0.725 0.100 0.000
C 0.469 -9.599 5.081 0.055 -0.808 -0.429 0.000
C 0.747 0.781 -2.275 1.514 -1.132 -3.542 -0.003
C 5.294 2.455 -0.498 0.702 -0.125 0.578 0.012
C 3.762 2.157 1.578 -0.285 -0.462 -0.355 -0.007
C 1.306 -8.391 4.742 -0.047 -0.357 -0.418 0.000
C -2.658 8.239 -0.818 0.040 0.845 -0.383 0.000
C -3.884 -0.169 -4.080 -0.530 0.065 -0.141 0.000
C 0.737 4.336 -1.604 -0.545 -0.049 1.192 -0.005
C 1.515 -0.205 -4.945 4.567 -0.596 3.346 0.003
C 1.849 0.918 -3.660 -0.527 -2.724 -1.827 0.007
C -2.430 -5.002 1.834 -0.891 0.249 0.049 0.000
C -1.938 -6.405 2.084 -0.536 0.029 -0.142 0.000
C 1.508 0.766 -0.863 -1.421 1.884 1.686 -0.028
C -2.518 -0.138 -4.696 1.418 -1.845 -0.280 0.000
C -0.188 -9.192 6.374 -0.255 -0.602 0.406 0.000
C 3.103 0.870 -0.747 2.411 0.474 0.130 0.044
H -1.235 -3.316 1.184 0.268 -0.151 0.054 0.000
H 1.680 3.988 1.959 -0.784 0.790 -1.967 0.001
H 1.393 -8.253 3.661 0.215 0.251 0.224 0.000
H 3.638 0.057 -0.050 -1.657 1.522 -1.463 -0.003
H -3.181 2.920 -4.981 0.260 -0.171 0.077 0.000
H 2.739 1.992 2.111 1.735 0.366 -1.081 0.000
H 0.248 -0.266 -2.549 1.056 2.195 0.933 0.000
H 4.271 3.110 2.021 -0.819 -1.907 -0.742 -0.004
H 1.416 -2.673 1.566 0.900 1.976 -0.714 0.000
H -2.459 9.266 -0.500 0.062 -0.163 -0.061 0.000
H -5.096 1.585 -3.586 0.130 0.042 -0.119 0.000
H -2.911 -4.952 0.849 0.066 0.033 0.155 0.000
H 2.294 -8.436 5.208 -0.025 0.141 -0.104 0.000
H -2.793 2.345 -3.341 -0.008 -0.004 -0.047 0.000
H -0.847 -3.891 2.824 0.004 -0.055 -0.069 0.000
H -4.785 7.849 -0.823 -0.048 -0.175 0.401 0.000
H 1.554 5.537 0.867 -0.566 -2.061 0.023 -0.004
H -4.061 7.999 0.817 -0.139 -0.101 -0.074 0.000
H 2.234 2.068 -3.991 -0.864 -3.609 0.938 0.001
H 1.048 -10.522 5.163 -0.143 0.099 0.041 0.000
H 0.818 1.915 1.120 0.116 0.044 -2.196 0.001
H 4.389 1.160 1.775 -1.169 2.440 -0.330 0.000
H 1.235 -1.304 -4.590 -0.824 2.813 -1.482 0.000
H 1.326 5.339 -1.771 -1.028 -2.179 0.020 0.005
H -1.843 -6.618 3.153 0.046 -0.104 -0.085 0.000
H -2.574 -7.147 1.596 0.305 -0.132 0.254 0.000
H -4.520 -0.911 -4.569 0.313 -0.130 0.280 0.000
H -0.763 7.227 -1.103 -0.100 -0.240 0.201 0.000
H -2.746 8.233 -1.911 0.059 0.026 0.172 0.000
H -1.160 -9.676 6.507 0.098 0.286 0.115 0.000
H -0.082 1.594 -2.433 1.821 -1.418 0.553 -0.001
H -4.856 1.284 -5.316 0.069 0.037 0.163 0.000
H -3.150 -4.651 2.578 0.139 0.034 -0.110 0.000
H 2.814 -2.129 0.421 -1.995 0.936 1.319 0.000
H -0.294 -9.745 4.307 0.124 -0.010 0.126 0.000
H 0.016 4.443 1.180 2.535 0.021 -0.441 0.000
H -3.789 -0.382 -3.012 0.024 -0.145 -0.106 0.000
H 0.439 -9.410 7.245 -0.052 0.040 -0.044 0.000
H 5.523 3.477 -1.025 -0.715 -2.126 0.823 0.001
H 2.447 -1.039 1.933 -1.015 -1.545 -1.273 0.000
H -1.189 7.503 0.604 -0.022 -0.047 -0.062 0.000
H -0.346 2.140 -0.340 2.564 -0.223 0.626 0.003
H 5.679 1.552 -1.154 -0.980 1.951 1.145 -0.002
H 3.739 0.786 -1.745 -2.033 0.102 1.761 -0.007
H -1.314 0.153 0.630 1.458 -0.893 0.638 0.000
H 2.100 -0.066 -5.967 -1.964 -0.087 2.075 0.000
H 5.993 2.443 0.471 -1.695 -0.011 -1.990 0.000
H -0.324 4.651 -1.172 2.128 -0.832 -0.951 -0.002
H 0.582 3.694 -2.573 0.565 1.485 1.901 0.000
```
Positions in Å, forces in eV/Å.

Values from the calculation:
- electronic energy (eV) = -64157.931
- E_LUMO (alpha / beta) (eV) = 0.32 / -0.44
- E_HOMO (alpha / beta) (eV) = -7.79 / -7.81
- gap between HOMO and LUMO (alpha / beta) (eV) = 8.1 / 7.4
- expectation value of S² = 0.75
- spin multiplicity = 2